## i
Here is a cluster of 2 separate species, C6H10OS in total from the OMol25 dataset. Energies are from ωB97M-V/def2-TZVPD.

gap between HOMO and LUMO (alpha / beta) = 7.81 / 7.71 eV
SMILES = C#CC(C)(C)C.O=S
E_HOMO (alpha / beta) = -9.3 / -9.3 eV
molar mass = 130.21 g mol⁻¹

```
18
C6H10OS | the OMol25 dataset | ωB97M-V/def2-TZVPD
C 0.4255 1.1486 -2.0809
C 0.0561 0.8551 -0.9724
C -0.2605 0.2962 0.3616
C -1.4861 -0.6805 0.1954
C -0.3818 1.4596 1.4294
C 0.9338 -0.5460 0.9204
H 0.5642 1.4548 -3.0708
H -1.8770 -0.8272 1.1023
H -2.1721 -0.2076 -0.5405
H -1.0746 -1.5222 -0.1825
H 0.4457 2.0390 1.2883
H -0.3649 1.0807 2.4654
H -1.4164 2.0128 1.4917
H 0.7424 -0.5495 2.0720
H 1.8562 0.0807 0.6405
H 0.8244 -1.5290 0.4000
O 0.9790 -2.2912 -3.1894
S 2.2061 -2.2744 -2.3306
```

## ii
Here is an isolated molecule of C6H10OS from the OMol25 dataset. Energies are from ωB97M-V/def2-TZVPD.

gap between HOMO and LUMO = 9.47 eV
SMILES = C[C@H]1C[C@@]1(C)OC=S
E_HOMO = -8.8 eV
molar mass = 130.21 g mol⁻¹

```
18
C6H10OS | the OMol25 dataset | ωB97M-V/def2-TZVPD
C 1.0921 2.0406 -0.3541
C 1.7592 0.6470 -0.3805
C 2.0891 -0.0398 0.9586
C 0.9936 -0.5666 0.0815
C 1.1618 -1.8525 -0.5802
O -0.2918 -0.3909 0.5928
C -1.2928 -0.1151 -0.2388
S -2.8108 0.0976 0.0806
H 1.8560 2.8337 -0.2673
H 0.2792 2.2268 0.3690
H 0.5392 2.1339 -1.3168
H 2.4255 0.3499 -1.2042
H 3.0100 -0.5711 1.1676
H 1.6729 0.5131 1.7905
H 2.1904 -1.9449 -0.9237
H 0.9459 -2.6458 0.1447
H 0.5158 -2.0411 -1.4552
H -0.9450 0.0289 -1.2555
```

It turns out ii is the most stable, with the second structure 0.1194 hartree higher.